1.
96
Properties=species:S:1:pos:R:3 method="wB97M-V/def2-TZVPD" e_tot_ha=-2520.15571 molar_mass_g_mol=652.65 charge=+1 orbital_gap_ev=8.541 e_lumo_ev=-2.81 multiplicity=1
C 2.14162 3.72440 5.94114
C 1.53308 3.75269 4.39313
S 0.51318 2.18261 4.06387
C -0.03083 2.22247 2.27980
C 0.12328 0.87936 1.35306
C -0.40183 -0.37238 2.26957
F 0.58228 -0.88812 3.29218
F -0.70471 -1.64301 1.50090
C -1.77867 -0.22391 3.12779
F -1.57264 -0.13040 4.62612
F -2.78337 0.75376 2.68707
F -2.58231 -1.51877 3.08242
N -0.86109 0.82219 0.16035
C -1.50216 2.10696 -0.29636
C -2.81538 1.74666 -1.29389
N -2.94171 2.29034 -2.54767
C -0.40816 0.12117 -1.06494
C 0.84226 -0.90781 -1.08611
C 0.40765 -2.50501 -1.33672
C 1.51216 -3.30489 -2.30954
C 1.32565 -4.91021 -1.87529
C -0.24465 -5.40068 -2.08061
N -1.00691 -5.59439 -0.78866
C -2.48211 -5.27341 -0.92117
C -3.16647 -3.78662 -0.65421
O -3.36329 -6.25407 -1.26250
C 2.02337 -0.66558 0.01021
B 2.56502 -1.97509 0.83739
C 4.19963 -2.40516 0.84833
O 1.81421 -2.99508 1.58356
C 1.71361 0.73763 0.79841
C 2.84865 0.88590 1.97001
C 4.42525 0.89206 1.43969
C 2.05762 2.11211 -0.10309
C 2.56096 2.01659 -1.60754
C 4.08922 2.69281 -1.74029
C 4.23280 3.39115 -3.25405
N 3.81318 4.85989 -3.03354
H 2.78150 2.74686 6.06883
H 2.77489 4.67351 6.20768
H 1.18708 3.63219 6.64338
H 0.83313 4.67977 4.19021
H 2.46733 3.84402 3.68812
H -1.15230 2.61402 2.41080
H 0.51242 3.19790 1.85980
H -1.75573 0.29949 0.42892
H -2.04117 2.76037 0.49582
H -0.86524 2.80657 -0.97437
H -3.66794 1.01070 -0.90629
H -3.82808 1.93879 -3.00404
H -0.22013 0.95611 -1.89948
H -1.30995 -0.52183 -1.51953
H 1.34938 -0.71762 -2.15857
H 0.11345 -3.09149 -0.38608
H -0.57288 -2.49531 -2.02135
H 1.20815 -3.17999 -3.43479
H 2.61504 -2.98384 -2.08808
H 1.49772 -4.91680 -0.69377
H 2.11438 -5.61355 -2.37716
H -0.87452 -4.61697 -2.72126
H -0.21825 -6.46770 -2.61238
H -0.56090 -5.12159 0.02717
H -2.97189 -3.37730 0.44133
H -2.78910 -2.95475 -1.39848
H -4.35240 -3.80302 -0.77157
H 3.02278 -0.43822 -0.61639
H 4.31111 -3.58107 0.71610
H 4.77865 -1.92184 -0.06307
H 4.65893 -2.14242 1.89424
H 2.31028 -3.20441 2.43075
H 2.77557 1.98599 2.43464
H 2.81033 0.16375 2.86656
H 4.53888 0.83133 0.28057
H 5.00869 0.00672 1.98827
H 5.01000 1.87834 1.77291
H 2.82033 2.84515 0.45789
H 1.11061 2.84173 -0.16144
H 1.90653 2.70932 -2.33119
H 2.64092 1.00278 -2.15589
H 4.94237 1.89583 -1.58813
H 4.26821 3.56948 -0.98780
H 3.53894 2.85819 -4.03092
H 5.37356 3.40645 -3.54264
H 4.63411 5.48804 -3.17503
H 3.08129 5.11409 -3.73188
N -5.98473 0.34293 -0.83025
C -6.84888 1.38139 -0.84424
C -8.15843 1.28823 -1.28758
C -8.61101 0.05670 -1.74908
C -7.74406 -1.03119 -1.74887
C -6.45329 -0.84041 -1.28259
H -6.44770 2.32173 -0.47754
H -8.80949 2.15494 -1.27382
H -9.63085 -0.05462 -2.10572
H -8.06605 -2.00406 -2.10259
H -5.74006 -1.65959 -1.25896

2.
85
Properties=species:S:1:pos:R:3 method="wB97M-V/def2-TZVPD" e_tot_ha=-1966.97284 s_squared=6.02 molar_mass_g_mol=577.60 charge=+1 orbital_gap_ev="4.724 / 6.006" e_lumo_ev="-2.44 / -3.54" multiplicity=5
Rh 0.30782 -0.60985 -2.55571
C -0.25817 -2.58532 1.85539
C 1.09961 -2.79101 1.45291
C 0.99048 -1.13015 3.08248
C -0.30246 -1.61120 2.87691
C 1.85659 -1.78374 2.15767
C -1.42220 -3.34067 1.32907
H -1.12199 -3.95146 0.45534
H -2.21745 -2.64883 1.01032
H -1.84219 -4.01662 2.08165
C -1.49768 -1.33708 3.70195
H -2.22488 -2.15416 3.56540
H -2.00626 -0.39788 3.45195
H -1.23775 -1.33577 4.76775
C 1.43264 -0.35912 4.26773
H 0.96602 -0.75315 5.17729
H 1.21454 0.70904 4.22656
H 2.51620 -0.47476 4.41956
C 3.33709 -1.71501 2.11754
H 3.80517 -2.30321 2.92681
H 3.69145 -0.68241 2.21855
H 3.71461 -2.10902 1.15408
C 1.63029 -3.77992 0.48367
H 2.25618 -4.58595 0.92463
H 2.25731 -3.25971 -0.23409
H 0.81381 -4.24337 -0.05041
C -1.37027 0.09130 -4.11067
C -1.46767 -1.26033 -4.12704
C -0.64844 -2.16494 -4.90413
C 0.88808 -1.84876 -5.03818
C 1.59897 -1.21426 -3.87340
C 1.66381 0.28909 -3.70042
C 0.87484 1.20702 -4.56927
C -0.54067 0.86765 -5.08221
H -1.04733 -2.28097 -5.91149
H 1.01256 -1.24561 -5.95085
H -0.77195 -3.15673 -4.47525
H -0.43419 0.39534 -6.06638
H -2.23377 0.63506 -3.71780
H -2.39421 -1.66495 -3.68880
H -1.02064 1.84667 -5.23560
H 0.84540 2.19959 -4.06630
H 2.59033 0.65310 -3.29160
H 1.61030 1.21738 -5.37951
H 1.32779 -2.84469 -5.17270
H 2.57858 -1.67091 -3.49477
P -1.62277 0.57369 -0.44997
P 1.69607 0.65777 -0.19864
C -0.69582 1.80256 -1.45566
C 0.70595 2.10648 -0.96260
H -1.34556 2.68683 -1.48040
H -0.68658 1.38047 -2.47505
H 1.33342 2.47655 -1.77080
H 0.67999 2.86569 -0.19186
C 2.06619 1.49080 1.38962
H 2.87130 0.99262 1.93892
H 1.15701 1.52684 1.99261
H 2.39032 2.52102 1.18230
C 3.41029 0.66786 -0.89815
H 3.61995 1.60688 -1.41678
H 3.57251 -0.18397 -1.53360
H 4.13762 0.60346 -0.07844
C -3.42197 0.79106 -0.60634
H -3.90488 -0.20339 -0.56715
H -3.61610 1.29928 -1.56505
H -3.71325 1.42869 0.23707
C -1.29783 -1.12777 -0.97170
H -0.70821 -1.58800 -0.13666
H -1.10946 -1.42028 -1.98885
H -2.22897 -1.71451 -0.95698
C -0.88399 2.37162 4.44543
C -1.52596 2.64230 3.07992
C -3.05485 2.62422 3.18622
C -1.06138 4.00221 2.54686
C -1.15229 1.56699 2.18826
C -1.07104 0.89527 1.17232
H -1.27043 3.14952 5.12110
H 0.21765 2.44253 4.40945
H -1.15637 1.37042 4.83556
H -3.35671 3.42859 3.86649
H -3.53384 2.79620 2.21013
H -3.38938 1.65379 3.58380
H 0.03489 4.03694 2.50615
H -1.48217 4.21331 1.55600
H -1.42364 4.76572 3.24788

3.
93
Properties=species:S:1:pos:R:3 method="wB97M-V/def2-TZVPD" e_tot_ha=-4801.04888 s_squared=0.94 molar_mass_g_mol=844.95 charge=+3 orbital_gap_ev="6.651 / 4.641" e_lumo_ev="-9.26 / -10.72" relative_energy_kj_mol=505.6 multiplicity=2
Ir -0.95909 0.64238 0.23198
C -1.88171 -1.73356 -2.59068
P -1.51487 -0.00708 -2.10985
C -0.48728 0.48747 -3.54785
C -3.04798 0.94460 -2.37461
C -4.15414 0.40474 -3.02090
C -5.26317 1.19553 -3.28134
C -5.27069 2.52868 -2.90074
C -4.18107 3.06943 -2.23290
C -3.07251 2.28215 -1.95431
P -1.59475 2.92193 -1.06779
C -0.83917 4.06778 -2.29157
C -2.11354 4.13791 0.19121
H -2.24832 -1.77834 -3.61583
H -2.59989 -2.19601 -1.91450
H -0.94666 -2.29222 -2.54052
H -1.07403 0.39614 -4.46378
H 0.37519 -0.17580 -3.61212
H -0.13793 1.51025 -3.44632
H -4.16018 -0.62976 -3.32694
H -6.11612 0.77104 -3.79092
H -6.12649 3.15030 -3.12021
H -4.20376 4.10893 -1.94411
H -1.58930 4.81503 -2.55219
H -0.51260 3.57635 -3.20414
H 0.00241 4.56875 -1.81795
H -2.92719 4.75509 -0.19020
H -1.24905 4.76743 0.40323
H -2.41674 3.65429 1.11622
O 1.91802 4.18960 0.60589
C 1.65361 3.04049 0.27039
O 0.54383 2.47043 0.33697
C 2.87191 2.27099 -0.38886
N 3.96524 3.27403 -0.41351
C 4.23955 3.63120 -1.83095
C 3.83222 2.37892 -2.59984
C 2.57491 1.93176 -1.85414
H 3.14665 1.39413 0.19823
H 4.81276 2.97169 0.06393
H 3.49760 4.08233 0.12359
H 5.28072 3.91219 -1.97887
H 3.60589 4.47546 -2.10653
H 4.60848 1.61753 -2.53962
H 3.64354 2.59600 -3.64792
H 2.34903 0.87539 -1.98328
H 1.71335 2.51093 -2.18722
C -0.28689 -4.58808 -0.72489
As -0.05272 -2.89703 0.23757
C -0.11608 -3.61952 2.05441
C 1.89388 -2.45937 -0.14818
C 2.74095 -3.56817 0.29078
C 3.16110 -4.55340 -0.61518
C 4.03490 -5.54141 -0.21603
C 4.46990 -5.59651 1.10553
C 4.05183 -4.62935 2.01895
C 3.18395 -3.63658 1.62150
H 0.30804 -5.36426 -0.24663
H 0.00700 -4.50647 -1.76933
H -1.33107 -4.89720 -0.68825
H 0.67457 -4.35564 2.18682
H -1.07310 -4.12591 2.17950
H -0.02969 -2.84329 2.80880
H 2.08682 -1.53132 0.38410
H 1.94018 -2.29879 -1.22514
H 2.82415 -4.50722 -1.64267
H 4.38098 -6.27554 -0.92555
H 5.11821 -6.39720 1.42974
H 4.40877 -4.66335 3.03589
H 2.85387 -2.87893 2.32120
C 2.89935 0.01567 4.14095
N 1.48317 -0.21327 3.92434
C 0.71330 -0.58607 5.09622
C 0.97901 -0.12852 2.75024
N 0.58248 -0.11927 1.64883
H 3.35469 -0.87651 4.57593
H 3.03993 0.84589 4.83437
H 3.39059 0.25166 3.20001
H 1.11629 -1.50924 5.51838
H -0.33194 -0.73010 4.84209
H 0.78807 0.19800 5.85138
C -2.65171 0.23043 3.45927
Si -3.03414 0.32491 1.57275
C -4.51680 1.50428 1.25599
C -3.58695 -1.44826 0.98389
H -3.57997 0.27912 4.02016
H -2.02016 1.04191 3.80421
H -2.17211 -0.71396 3.69745
H -5.38204 1.11965 1.78842
H -4.77793 1.56017 0.20350
H -4.34481 2.51338 1.61464
H -4.27323 -1.84417 1.72637
H -2.75594 -2.15113 0.88113
H -4.11543 -1.39652 0.03789

4.
91
Properties=species:S:1:pos:R:3 method="wB97M-V/def2-TZVPD" e_tot_ha=-4850.20909 molar_mass_g_mol=635.94 charge=+2 orbital_gap_ev=5.214 e_lumo_ev=-6.08 relative_energy_kj_mol=0.0 multiplicity=1
N 2.66437 0.85287 -9.62986
C 1.54890 0.14086 -9.41581
C 0.97485 -0.03430 -8.13059
C 1.63977 0.47164 -6.98276
C 2.85315 1.17507 -7.24200
C 3.29309 1.36116 -8.56385
C 1.11284 0.27280 -5.62748
Mg 0.29195 -1.13801 -0.59194
P -1.75018 3.55906 4.31736
C 1.78059 0.67357 -4.51299
C 1.14209 0.80884 -3.23674
C 1.44455 1.92811 -2.43729
C 0.52174 2.38176 -1.48792
C -0.61983 1.62155 -1.20672
C -0.84740 0.37690 -1.88940
C 0.09433 -0.05640 -2.84287
Br -1.51529 1.74015 0.47544
H 0.08859 -0.13575 -5.56920
H 2.77304 1.12009 -4.57271
H 0.01443 -0.56137 -8.04572
H 3.45996 1.60537 -6.44864
H 1.06652 -0.29029 -10.30575
H 4.19486 1.94741 -8.76286
H 2.33343 2.53696 -2.66943
H -0.08003 -0.99684 -3.36096
H 0.74908 3.32702 -0.98046
H -1.80611 -0.13935 -1.76389
P 2.05997 -0.64896 1.09060
C -2.84037 3.20405 2.93712
C -3.80950 4.35093 2.73466
H -3.29780 2.22590 3.10362
H -2.17237 3.04912 2.07328
H -4.56660 4.06741 1.99694
H -4.28752 4.58191 3.69520
H -3.23515 5.21611 2.38192
C -0.28259 4.25302 3.51399
C 0.53496 5.03490 4.52272
H -0.62748 4.89387 2.69566
H 0.26661 3.43656 3.04330
H 1.33620 5.58810 4.03577
H -0.11138 5.74225 5.04176
H 0.95015 4.35766 5.26762
C -1.32405 2.02586 5.14570
C -2.41677 1.59759 6.12069
H -0.40910 2.27600 5.68948
H -1.10465 1.30235 4.34973
H -2.15243 0.60608 6.49955
H -2.48259 2.30434 6.96353
H -3.38275 1.55130 5.60193
C 2.25055 -1.75767 2.54706
C 3.50175 -2.62157 2.66129
H 1.34692 -2.39164 2.55205
H 2.17244 -1.07356 3.40638
H 3.46422 -3.47565 1.96999
H 4.42321 -2.04658 2.49178
H 3.52269 -3.00874 3.68922
C 2.45305 1.01349 1.73046
C 3.31622 1.88845 0.81912
H 2.94847 0.82126 2.69752
H 1.48085 1.50512 1.91792
H 4.23916 1.37701 0.50311
H 2.74735 2.19936 -0.07286
H 3.60102 2.78431 1.38819
C 3.29670 -1.00612 -0.22466
C 3.16170 -2.33029 -0.98356
H 4.27082 -0.89706 0.27494
H 3.17785 -0.17229 -0.94325
H 3.76907 -2.25624 -1.89360
H 3.55441 -3.17404 -0.40380
H 2.14010 -2.59756 -1.31833
C -1.15901 -5.58619 0.08102
N -2.30279 -4.71866 0.33116
C -3.60596 -5.37493 0.25815
C -2.17553 -3.35775 0.24728
N -1.06123 -2.80343 -0.23291
N -3.24929 -2.61798 0.66198
C -4.02939 -2.96501 1.84913
C -3.39517 -1.26903 0.16884
H -1.45671 -6.59305 0.39502
H -0.29373 -5.27323 0.68150
H -0.88165 -5.62505 -0.98843
H -3.94497 -5.68435 1.26313
H -4.36676 -4.73609 -0.22408
H -3.47105 -6.29070 -0.33584
H -0.43411 -3.56144 -0.53632
H -3.93026 -2.17967 2.61412
H -5.09222 -3.04028 1.58237
H -3.70942 -3.91906 2.27943
H -2.73107 -0.55030 0.66466
H -3.18553 -1.25120 -0.90150
H -4.43073 -0.94783 0.31256

5.
95
Properties=species:S:1:pos:R:3 method="wB97M-V/def2-TZVPD" e_tot_ha=-1995.56181 molar_mass_g_mol=597.77 charge=+1 orbital_gap_ev=7.781 e_lumo_ev=-2.61 multiplicity=1
C -1.83582 -1.75900 11.10327
C -1.52545 -0.50953 10.34506
C -2.11958 -0.30091 9.04397
C -3.02548 -1.25856 8.43297
O -3.50740 -0.94803 7.14295
C -3.06312 -1.92616 6.20785
N -2.07902 -1.41754 5.24247
C -2.25395 -0.37573 4.43991
N -1.34195 0.09274 3.48970
C -2.04906 1.13530 2.93506
N -3.27574 1.34506 3.50375
N -3.38763 0.38258 4.45134
C -3.35985 -2.44828 9.18123
C -2.76722 -2.68664 10.48463
H -1.37165 -1.96848 12.09474
H -0.83596 0.24982 10.78428
H -1.85970 0.63468 8.50276
H -3.97952 -2.26492 5.63998
H -2.63002 -2.84832 6.66081
H -1.17966 -1.89743 5.17379
H -1.75192 1.81196 2.10176
H -4.00341 2.03378 3.33816
H -4.19842 0.28396 5.05863
H -4.06176 -3.19133 8.73419
H -3.02309 -3.62920 11.01071
C -3.20171 -0.85142 -0.52644
C -2.32318 0.23277 -1.09747
O -1.85596 1.10618 -0.38812
C -2.05012 0.18919 -2.57202
H -3.31498 -0.69794 0.54867
H -4.18798 -0.81423 -0.99187
H -2.74399 -1.82763 -0.69460
H -2.98577 0.27172 -3.12565
H -1.54214 -0.74133 -2.82872
H -1.40610 1.02480 -2.84528
C -4.49902 -1.30949 -7.20786
C -4.11924 -0.47851 -6.01000
O -3.69020 -0.99047 -4.99750
C -4.29399 1.01490 -6.12122
H -4.32200 -2.36216 -6.98778
H -5.55767 -1.17202 -7.43568
H -3.88976 -1.02379 -8.06727
H -5.34359 1.25441 -6.30136
H -3.67578 1.40231 -6.93288
H -3.98251 1.48630 -5.18878
C -3.60970 2.60615 12.17724
C -3.66483 1.39429 13.07252
O -2.65435 0.87521 13.49326
C -5.02782 0.85489 13.42247
H -2.56889 2.88404 12.00935
H -4.07199 2.37865 11.21453
H -4.12368 3.44377 12.65225
H -5.55212 0.55089 12.51433
H -5.60442 1.61529 13.95244
H -4.91653 -0.01461 14.07018
C 1.42656 -0.93647 -1.16023
C 1.87264 -0.78909 -2.59437
O 1.08376 -0.50711 -3.47383
C 3.33281 -1.00600 -2.88479
H 0.35373 -0.75310 -1.09407
H 1.63186 -1.94961 -0.80936
H 1.94519 -0.20943 -0.53291
H 3.62047 -2.02097 -2.60851
H 3.93213 -0.28432 -2.33412
H 3.51189 -0.86913 -3.95021
C 7.67798 -0.78048 -3.56250
C 6.99715 -1.48238 -2.41653
O 5.94782 -1.08068 -1.95307
C 7.67344 -2.71046 -1.86198
H 7.08862 0.08311 -3.86309
H 8.66641 -0.43833 -3.24898
H 7.76604 -1.45566 -4.41481
H 8.66202 -2.44992 -1.48000
H 7.76000 -3.47094 -2.64018
H 7.07679 -3.11359 -1.04314
C 5.97979 2.31086 -7.57241
C 5.86412 1.09309 -6.69252
O 6.84937 0.54870 -6.23717
C 4.47922 0.58198 -6.40425
H 7.03218 2.56823 -7.69635
H 5.55102 2.10147 -8.55372
H 5.46434 3.15457 -7.10965
H 3.98797 0.29930 -7.33529
H 3.89806 1.35007 -5.89039
H 4.54527 -0.29569 -5.76160
C 2.20953 1.07738 -11.36230
C 2.55407 1.90418 -10.15060
O 2.93835 1.38766 -9.12262
C 2.40210 3.39898 -10.26711
H 2.36527 0.02256 -11.13592
H 1.16203 1.22767 -11.62985
H 2.85415 1.35545 -12.19813
H 1.36311 3.65150 -10.48638
H 3.05518 3.77916 -11.05480
H 2.68397 3.86546 -9.32296